1.
Here is a structure of composition C24H18Cl2IrNS4Sb2 from the Open Molecules 2025 dataset. Energies are from ωB97M-V with the def2-TZVPD basis set.

Geometry (Å):
Ir 0.8147 0.3469 -0.6328
S -2.0914 -1.0923 3.3869
Sb -0.0824 -0.5448 2.5303
S 0.2229 -1.6184 0.2641
S -0.3788 1.4122 0.9471
Cl -0.0334 3.5070 -3.7326
C 0.7734 2.0742 -4.2757
C 1.3556 2.0662 -5.5281
C 2.0150 0.9339 -5.9828
C 2.0893 -0.1843 -5.1694
C 1.5056 -0.1593 -3.9161
Cl 1.6189 -1.5635 -2.9097
C 0.8207 0.9627 -3.4110
N 0.1892 1.0287 -2.1946
H 1.2876 2.9544 -6.1413
H 2.4692 0.9254 -6.9641
H 2.5990 -1.0817 -5.4930
S 2.8007 0.6745 0.0336
Sb 3.6565 -2.2362 0.6550
C 5.2377 -2.5357 -0.7678
C 5.2061 -1.7596 -1.9264
C 6.1726 -1.9111 -2.9117
C 7.1909 -2.8389 -2.7474
C 7.2433 -3.6090 -1.5938
C 6.2727 -3.4571 -0.6120
C 3.1615 -4.2998 1.0345
C 3.6738 -5.3860 0.3312
C 3.2584 -6.6803 0.6202
C 2.3210 -6.9053 1.6172
C 1.7856 -5.8281 2.3119
C 2.1974 -4.5391 2.0124
C 4.8612 -1.9842 2.4151
C 6.2490 -1.8830 2.4297
C 6.9319 -1.6832 3.6237
C 6.2347 -1.5789 4.8178
C 4.8491 -1.6597 4.8136
C 4.1698 -1.8515 3.6194
H 4.4184 -1.0266 -2.0597
H 6.1300 -1.2995 -3.8044
H 7.9458 -2.9602 -3.5144
H 8.0404 -4.3300 -1.4589
H 6.3249 -4.0655 0.2837
H 4.3930 -5.2286 -0.4631
H 3.6640 -7.5147 0.0606
H 1.9962 -7.9135 1.8426
H 1.0357 -5.9914 3.0756
H 1.7400 -3.7061 2.5385
H 6.8107 -1.9502 1.5059
H 8.0125 -1.6058 3.6175
H 6.7677 -1.4231 5.7475
H 4.2943 -1.5605 5.7383
H 3.0846 -1.8798 3.6320

Atomic forces in eV per Å
-0.33 0.37 0.13
0.00 0.00 -0.07
-0.03 0.11 0.14
0.02 -0.12 -0.03
0.11 -0.16 0.02
-0.02 0.03 0.01
0.01 -0.02 -0.04
-0.03 0.02 0.01
0.01 -0.01 -0.01
-0.01 -0.01 0.02
-0.02 0.05 0.00
0.10 -0.14 -0.07
-0.03 0.02 -0.01
0.08 -0.04 -0.06
0.00 0.00 0.00
0.00 0.00 0.00
0.00 0.00 -0.01
0.10 0.04 -0.11
-0.03 -0.10 -0.01
0.01 0.02 0.00
-0.03 -0.01 0.06
0.05 0.00 0.00
-0.01 0.03 -0.02
-0.01 -0.01 0.03
0.03 -0.02 0.00
0.04 -0.10 -0.01
0.01 0.04 -0.05
-0.03 -0.02 0.03
0.00 0.03 0.01
0.00 -0.08 -0.02
0.00 0.10 0.01
-0.01 0.00 0.06
0.00 0.02 -0.02
0.01 0.00 -0.01
0.00 0.00 0.01
0.01 0.00 0.00
0.02 -0.01 0.01
-0.01 0.00 0.00
0.00 0.00 -0.01
0.00 0.00 0.00
0.00 -0.01 0.01
0.00 -0.01 0.01
0.01 -0.02 0.01
0.01 0.01 -0.01
0.00 0.00 0.00
0.00 0.01 0.00
0.00 -0.02 0.01
0.00 -0.01 0.00
0.00 0.00 0.00
0.00 0.00 0.00
0.00 0.00 0.00
0.01 0.00 0.00

Computed properties:
ΔE to the lowest compared entry with this formula, charge and spin in eV: 0.387
HOMO-LUMO gap (alpha / beta) in eV: 6.156 / 5.437
Net charge: -1
Multiplicity: 2
Highest occupied orbital energy (alpha / beta) in eV: -4.519 / -4.579

---

2.
Here is a cluster of 2 separate species, C24H18F4O3 in total from the Open Molecules 2025 dataset. Energies are from ωB97M-V with the def2-TZVPD basis set.

Geometry (Å):
F -3.4469 2.9230 -2.7921
C -3.1169 1.6067 -2.5589
C -4.1433 0.6641 -2.5474
C -3.7509 -0.6604 -2.3471
F -4.7189 -1.6392 -2.4035
C -2.4550 -1.0266 -2.0298
C -1.4332 -0.0299 -1.9577
C -0.1213 -0.4094 -1.5313
C 1.1227 0.0038 -2.0939
C 2.1329 -0.9877 -2.2886
C 3.4311 -0.5963 -2.5387
F 4.4211 -1.5511 -2.5605
C 3.8050 0.7456 -2.6807
C 2.7723 1.6800 -2.6408
F 3.0935 3.0136 -2.7592
C 1.4510 1.3527 -2.3777
C -1.7923 1.3039 -2.2827
H -5.1769 0.9372 -2.7311
H -2.1638 -2.0627 -1.8483
H -0.0292 -1.3310 -0.9580
H 1.8445 -2.0337 -2.1813
H 4.8382 1.0408 -2.8269
H 0.6888 2.1208 -2.3018
H -1.0353 2.0802 -2.2519
C -4.2010 -2.5313 2.4239
C -3.1152 -2.5215 1.3823
O -2.1959 -1.4562 1.7185
C -0.9575 -1.5787 1.1470
C -0.1865 -0.3589 1.3038
C 1.2280 -0.3676 1.3382
C 1.9712 0.7165 2.1048
C 1.5625 1.1264 3.3772
C 2.3864 1.9211 4.1928
C 3.6306 2.3580 3.7175
C 4.0264 1.9964 2.4186
C 3.2103 1.1832 1.6296
O 1.8974 -1.2660 0.7961
O -0.6482 -2.6117 0.5426
H -5.0013 -3.2133 2.1269
H -3.7752 -2.8985 3.3646
H -4.6230 -1.5307 2.5644
H -2.5914 -3.4852 1.3741
H -3.5358 -2.3222 0.3845
H -0.7391 0.5073 1.6590
H 0.5837 0.7977 3.7282
H 2.0563 2.1887 5.2004
H 4.2943 2.9600 4.3472
H 4.9851 2.3391 2.0241
H 3.5205 0.9030 0.6235

Atomic forces in eV per Å
0.29 -1.28 0.17
-0.13 0.76 0.17
0.58 -0.26 -0.24
-0.61 -0.38 0.18
0.97 0.97 0.06
0.89 0.24 0.21
-1.97 0.70 -0.23
0.12 -1.11 0.61
1.61 0.71 -0.47
-0.78 0.20 0.80
0.87 -0.19 0.02
-1.05 0.99 -0.18
-0.57 -0.42 -0.10
0.02 0.79 0.27
-0.25 -1.26 -0.06
0.07 -0.34 0.16
0.09 -0.47 0.10
0.18 -0.05 0.00
-0.36 0.25 0.04
-0.20 -0.22 -0.44
0.41 0.27 0.20
-0.16 -0.05 0.02
0.62 0.01 0.05
-0.62 0.00 -0.02
0.00 -0.01 0.29
-0.07 -0.06 -0.04
0.24 -0.27 -0.43
-0.36 -1.10 -0.66
-1.01 0.31 -0.78
1.59 -0.60 -0.49
0.52 0.17 0.15
-0.01 0.10 0.00
0.09 -0.01 -0.34
-0.29 -0.35 -0.24
-0.26 -0.02 0.11
-0.15 0.02 0.12
-0.23 0.86 0.35
-0.12 1.36 0.60
0.06 0.06 0.00
-0.23 0.22 -0.03
0.05 -0.19 0.04
-0.07 0.36 -0.15
0.25 -0.08 0.20
0.15 -0.21 0.12
0.28 0.04 0.12
0.10 -0.08 -0.38
-0.33 -0.22 -0.25
-0.29 -0.09 0.13
0.03 -0.07 0.25

Computed properties:
ΔE to the lowest compared entry with this formula, charge and spin in eV: 0.000
HOMO-LUMO gap in eV: 5.373
Highest occupied orbital energy in eV: -8.158

---

3.
Here is a structure of composition C24H18F5O2Zr from the Open Molecules 2025 dataset. Energies are from ωB97M-V with the def2-TZVPD basis set.

Geometry (Å):
C 0.6441 -1.5430 1.9630
C -0.6922 -1.9185 1.5723
C -0.6751 -2.2102 0.1574
H -1.5316 -2.0652 2.2524
C 0.6755 -2.0013 -0.3211
C 1.4884 -1.5765 0.7934
H 2.5656 -1.3985 0.7745
H 0.9789 -1.4026 2.9928
H -1.5105 -2.5803 -0.4407
H 1.0416 -2.2393 -1.3171
C -0.7416 2.3288 0.3703
C -0.4260 2.0117 1.7434
C 0.9651 1.6624 1.8148
H -1.0811 2.1203 2.6056
C 1.5191 1.7410 0.4864
C 0.4556 2.1232 -0.4175
H 0.5636 2.3298 -1.4801
H -1.6925 2.7067 -0.0046
H 1.5119 1.4983 2.7452
H 2.5737 1.6699 0.2235
Zr -0.1664 0.0634 0.4201
O 0.0985 -0.1531 -2.8330
C -1.1980 -0.6052 -3.2880
C 0.0014 -0.9184 -4.1421
H -1.6160 -1.4146 -2.6914
H -1.8713 0.1903 -3.6315
H 0.3886 -1.9492 -4.0906
H 1.1536 -1.8369 -6.4583
C 0.8081 -0.8077 -6.5442
C 0.2427 -0.1829 -5.3977
C -0.2118 1.1498 -5.5349
H -0.6691 1.6488 -4.6757
C -0.1053 1.8188 -6.7567
H -0.4694 2.8468 -6.8326
C 0.4402 1.1785 -7.8784
H 0.4972 1.7065 -8.8328
C 0.8986 -0.1408 -7.7639
H 1.3083 -0.6478 -8.6394
F 0.3585 -0.5629 9.1519
C -0.0736 -0.4173 7.8862
C 0.0567 0.8286 7.2500
F 0.6029 1.8697 7.9130
C -0.3998 0.9847 5.9660
F -0.4079 2.2055 5.3914
C -0.8955 -0.1318 5.1942
O -1.1306 -0.0457 3.9610
C -1.0966 -1.3634 5.9283
F -1.7399 -2.3775 5.3256
C -0.6479 -1.5067 7.2226
F -0.7887 -2.6861 7.8673

Atomic forces in eV per Å
-0.27 -0.83 -0.18
1.02 -1.23 -0.25
1.14 -0.40 0.59
0.21 0.43 -0.11
0.01 -1.02 0.99
-0.65 -0.72 -0.14
-0.48 -0.01 -0.02
-0.32 0.30 -0.45
0.24 0.23 0.24
-0.18 0.41 0.18
1.10 0.29 0.45
0.74 1.22 -0.46
-0.37 0.76 -0.42
0.08 -0.43 -0.16
-0.72 0.65 0.03
0.39 1.26 1.07
-0.06 -0.26 0.21
0.19 -0.27 0.10
-0.28 -0.22 -0.40
-0.38 -0.28 0.05
-1.41 -0.06 -0.94
-0.24 -0.41 -0.57
1.03 -0.15 -0.76
-0.93 0.02 1.38
-0.15 0.12 -0.11
0.18 -0.41 0.22
-0.08 0.64 0.15
-0.03 0.16 -0.07
-0.33 0.16 1.02
0.04 0.95 -1.37
0.21 -0.50 -0.15
0.22 -0.05 -0.33
0.04 -0.13 0.07
0.15 -0.37 -0.02
-0.03 -0.17 0.41
0.01 -0.21 0.33
-0.20 0.38 0.04
-0.09 0.12 0.34
-0.10 0.04 -0.38
0.23 0.09 0.15
-0.03 -0.20 0.61
-0.32 -0.55 -0.25
-0.41 -0.88 -0.44
0.30 -0.19 -0.10
0.23 -0.27 1.42
-0.33 0.26 -1.80
0.35 1.03 -0.19
0.27 0.03 -0.13
-0.07 0.02 0.44
0.09 0.68 -0.30

Computed properties:
HOMO-LUMO gap (alpha / beta) in eV: 2.923 / 2.902
Net charge: +1
Highest occupied orbital energy (alpha / beta) in eV: -8.984 / -8.973

---

4.
Here is the molecule C24H18N2O6 from the Open Molecules 2025 dataset. Energies are from ωB97M-V with the def2-TZVPD basis set.

Geometry (Å):
C -3.2419 -1.1603 -2.3759
H -3.3021 -1.6094 -3.3661
H -2.6796 -1.8144 -1.7063
H -2.7356 -0.1930 -2.4434
O -4.5772 -1.0103 -1.9455
C -4.8024 -0.5153 -0.7026
C -6.1288 -0.3752 -0.3108
C -6.4907 0.1231 0.9386
C -5.5449 0.5077 1.8595
C -4.2028 0.3798 1.4987
C -3.8354 -0.1310 0.2324
O -2.4844 -0.1608 0.1174
C -1.9802 0.3191 1.2843
C -2.9772 0.6723 2.1527
H -2.8382 1.0785 3.1333
C -0.5339 0.4410 1.4594
O -0.0494 1.1545 2.3218
C 0.3111 -0.3249 0.5377
C 0.1196 -1.4986 -0.0983
O -0.9004 -2.3551 -0.1260
H -0.6012 -3.1241 -0.6490
C 1.3593 -1.8651 -0.8411
O 1.4878 -2.8771 -1.5058
N 2.2436 -0.8771 -0.6206
C 1.7118 0.1599 0.2374
C 1.6873 1.4989 -0.4595
C 1.0162 1.6512 -1.6678
C 1.0104 2.8927 -2.2792
C 1.6797 3.9346 -1.6527
N 2.3201 3.7972 -0.5059
C 2.3226 2.6130 0.0764
H 2.8554 2.5488 1.0156
H 1.7068 4.9249 -2.0877
H 0.4992 3.0482 -3.2166
H 0.5100 0.8072 -2.1170
H 2.2965 0.2467 1.1614
C 3.5991 -0.8511 -1.1250
C 4.5899 -1.0012 -0.0181
C 5.1860 -2.1026 0.5217
C 5.9939 -1.6329 1.5861
C 5.8232 -0.2844 1.6162
O 4.9738 0.1082 0.6531
H 6.2334 0.4779 2.2480
H 6.6119 -2.2204 2.2328
H 5.0667 -3.1157 0.1975
H 3.6897 -1.6848 -1.8248
H 3.7694 0.0979 -1.6454
H -5.8166 0.8963 2.8273
H -7.5400 0.2053 1.1773
H -6.8869 -0.6706 -1.0182

Atomic forces in eV per Å
0.36 -0.11 -0.20
0.04 0.04 0.06
-0.04 0.06 -0.09
-0.02 -0.06 -0.01
-0.36 0.09 0.22
-0.06 -0.04 -0.10
0.31 -0.05 -0.13
-0.02 0.03 0.07
0.14 0.00 0.01
-0.18 -0.26 -0.64
-0.55 0.25 0.61
0.21 -0.07 -0.35
-0.95 0.59 1.09
0.84 -0.22 -0.44
0.11 0.10 0.20
0.11 -0.06 -0.03
-0.14 -0.17 -0.23
0.17 -0.53 -0.24
-0.01 0.32 0.30
0.19 -0.06 -0.03
0.06 0.13 0.05
0.06 -0.10 -0.10
-0.06 -0.18 -0.03
-0.06 0.09 -0.05
-0.16 0.24 0.24
0.06 0.17 -0.09
0.14 0.16 0.10
0.00 -0.13 0.05
-0.13 0.00 -0.22
0.24 0.54 0.16
-0.13 -0.48 0.00
0.04 -0.13 0.13
-0.05 0.05 -0.11
-0.03 0.04 -0.08
-0.06 -0.07 -0.05
-0.06 -0.07 -0.08
0.15 0.05 0.18
0.08 -0.90 -0.23
-0.31 0.48 -0.38
0.01 0.55 0.15
0.46 -0.62 0.49
-0.26 0.39 -0.29
0.01 0.18 0.03
0.16 -0.05 0.18
-0.08 -0.21 -0.13
0.05 0.15 0.05
-0.02 -0.13 -0.05
-0.07 0.04 0.11
-0.10 0.01 0.02
-0.07 -0.05 -0.11

Computed properties:
ΔE to the lowest compared entry with this formula, charge and spin in eV: 2.093
HOMO-LUMO gap in eV: 7.657
Highest occupied orbital energy in eV: -8.253

---

no.,electronic energy (eV)
1,-110971.86593
2,-42189.40692
3,-44130.82150
4,-40444.25258